# 1
131
Properties=species:S:1:pos:R:3:forces:R:3:mulliken_charge:R:1 method="wB97M-V/def2-TZVPD" smiles=COC[C@H](C)N.COCCNCCOC.COCCNCCOC.COCCNCCOC.COCCNCCOC.CCO.CCO homo_ev=-8.4
C -1.5734 -2.4751 -6.5196 0.290 -0.051 -1.204 -1.289
C -0.8304 -2.8270 -5.1964 -2.299 0.474 -0.780 -0.060
O -0.5385 -1.6401 -4.5386 0.905 1.579 0.228 -0.442
H -0.8667 -2.2605 -7.3212 0.303 0.510 0.162 0.284
H -2.2959 -1.6594 -6.4943 0.482 0.470 0.788 0.327
H -2.2050 -3.1855 -7.0531 0.165 -1.147 0.747 0.392
H 0.0938 -3.3688 -5.3971 -0.271 -0.476 0.111 0.211
H -1.5868 -3.2885 -4.5616 0.436 -1.154 -0.064 0.271
H -0.8200 -1.6598 -3.6210 0.007 -0.177 0.270 0.303
C 0.0860 -1.5081 0.7441 -0.842 1.316 0.735 0.420
C -1.1810 -1.6487 -0.0696 1.239 -1.611 -1.614 -0.231
O -0.7930 -1.9607 -1.4111 -0.881 0.864 -1.161 -0.633
H -0.3442 -0.8183 1.4703 0.970 -0.301 1.228 -0.123
H 0.8676 -0.9318 0.2492 -0.200 -0.029 -0.465 -0.039
H 0.5505 -2.4150 1.1311 -0.568 0.222 0.205 -0.060
H -1.7792 -0.7376 -0.0600 0.043 -0.095 -0.183 0.220
H -1.7733 -2.5213 0.2059 -0.349 0.329 0.902 0.057
H -0.2726 -2.7654 -1.3542 0.630 -0.349 0.127 0.398
C 1.8242 0.7426 -2.6495 1.023 0.800 -0.587 -0.460
O 2.6564 1.3727 -3.6281 1.042 -0.174 -0.002 -0.389
C 3.6346 2.3378 -3.1820 -1.181 0.090 -0.753 -0.172
C 4.2414 3.0009 -4.4490 0.590 0.597 -0.871 -0.772
N 5.6287 2.7311 -4.8795 1.208 -0.715 1.089 -0.298
C 6.7335 3.2718 -4.0503 -0.720 0.683 0.021 -0.520
C 8.1108 2.7588 -4.3750 0.344 -0.130 0.479 -0.525
O 9.0539 3.3363 -3.4381 -0.713 0.184 0.506 -0.308
C 10.3351 2.7314 -3.2730 -0.685 -0.664 -1.770 -0.671
H 1.0106 0.3498 -3.2593 -0.118 -0.201 0.588 0.219
H 1.5250 1.4779 -1.9025 -0.527 0.161 0.023 0.225
H 2.3757 -0.0184 -2.0974 -0.049 -0.404 -0.138 0.239
H 4.3742 2.0188 -2.4477 0.362 -0.833 -0.341 0.327
H 3.0329 3.0244 -2.5865 0.112 0.807 -0.161 0.166
H 4.1136 4.0831 -4.4735 -0.244 0.400 0.858 0.334
H 3.7410 2.7393 -5.3813 -0.898 -0.601 0.574 0.398
H 5.7072 3.0636 -5.8300 0.110 -0.039 -0.001 0.229
H 6.5761 2.9429 -3.0231 -0.311 0.468 0.135 0.274
H 6.8368 4.3532 -4.1398 -0.544 0.436 0.491 0.290
H 8.3838 3.0856 -5.3784 0.186 -0.588 -0.267 0.252
H 7.9361 1.6938 -4.2221 1.108 -0.454 -0.484 0.391
H 10.7347 2.7288 -2.2588 -0.586 0.167 0.072 0.234
H 11.0662 3.1877 -3.9404 0.129 0.421 0.064 0.256
H 10.2335 1.7242 -3.6770 0.311 -0.460 0.487 0.307
C 4.6228 -5.3944 0.2220 0.724 -0.920 0.931 -0.748
O 3.7785 -4.2930 0.3656 0.504 1.371 -0.730 -0.341
C 3.4569 -3.6579 -0.8449 -1.774 -1.256 -2.132 -0.561
C 2.2519 -4.4835 -1.4524 0.597 0.561 0.265 -0.634
N 1.0537 -4.1574 -0.6937 0.188 -0.034 -0.587 0.213
C 0.0971 -5.2476 -0.8025 -0.242 -0.860 1.020 -0.785
C 0.3935 -6.5905 -0.0995 0.768 0.421 -0.437 -0.603
O 0.2725 -6.4834 1.3104 0.890 -0.778 -0.473 -0.194
C 0.5083 -7.7718 1.8682 -1.748 -0.378 0.984 -0.960
H 5.3579 -5.4314 -0.5819 0.004 1.003 -0.311 0.360
H 4.1111 -6.3464 0.0810 -0.525 -0.054 0.338 0.232
H 5.1707 -5.3871 1.1643 0.133 -0.586 -0.054 0.280
H 4.1959 -3.5853 -1.6428 0.954 -0.752 0.404 0.330
H 3.2168 -2.5968 -0.7767 -0.562 -0.098 0.964 0.219
H 2.3692 -5.5610 -1.3369 1.068 -0.115 0.134 0.148
H 2.1339 -4.3979 -2.5326 -0.221 0.751 -0.100 0.420
H 1.4148 -4.0085 0.2377 -0.548 -0.242 0.483 0.104
H 0.0430 -5.4836 -1.8652 -0.535 0.152 -0.075 0.450
H -0.8517 -4.9274 -0.3720 -0.285 0.135 -0.427 0.237
H 1.3736 -6.9684 -0.3905 0.761 0.323 0.355 0.285
H -0.1731 -7.4162 -0.5300 -1.112 0.157 0.211 0.549
H 0.3913 -7.7723 2.9519 0.538 0.762 0.126 0.296
H 1.4033 -8.3438 1.6238 0.343 0.621 -0.451 0.311
H -0.3614 -8.3861 1.6352 -0.016 -0.424 -0.646 0.368
C 1.0131 6.9915 1.6424 0.791 2.329 0.182 -0.784
O 0.3195 7.3722 2.8212 -0.876 -2.256 -0.020 -0.319
C 0.7742 6.7065 4.0418 -0.815 1.986 0.594 -0.632
C -0.4309 6.5790 5.0994 3.034 1.827 -1.684 -0.672
N -1.1487 5.4074 4.8412 -1.822 0.270 0.357 -0.368
C -2.0307 5.5983 3.6779 1.733 -2.865 -0.344 -0.095
C -2.5083 4.1840 3.3767 -3.699 1.441 -0.684 -1.057
O -1.8768 3.6147 2.2789 2.388 -1.105 -0.977 -0.137
C -1.4748 2.2531 2.3987 -2.694 -0.883 0.806 -1.296
H 2.0481 7.2727 1.8368 0.685 -0.987 -0.071 0.371
H 0.8031 7.7880 0.9286 -0.675 -0.239 -0.316 0.269
H 0.8724 6.0267 1.1551 -0.224 -0.259 0.638 0.267
H 1.5405 7.4406 4.2904 0.349 -0.388 1.125 0.507
H 1.2214 5.7128 4.0185 0.041 -0.139 -0.984 0.319
H -1.0466 7.4557 4.8985 -0.161 0.008 0.404 0.311
H 0.0342 6.6627 6.0816 -0.239 -0.228 0.219 0.371
H -0.5383 4.6460 4.5811 0.168 -0.119 0.222 0.241
H -1.4097 5.7354 2.7926 -0.190 0.989 -0.200 0.130
H -2.8404 6.3275 3.7066 0.311 -0.014 0.701 0.352
H -3.5025 4.4274 3.0019 -0.694 -0.410 -0.261 0.317
H -2.7921 3.5700 4.2315 1.069 -0.399 0.188 0.563
H -2.3901 1.6626 2.3574 -0.871 -0.168 0.362 0.488
H -1.1499 1.9888 3.4050 1.033 0.221 -0.189 0.510
H -1.0581 1.7054 1.5535 1.353 1.300 -0.134 0.373
C -9.0070 -2.0101 3.9372 0.077 -0.531 0.408 -0.722
O -7.7473 -2.5988 4.2572 -0.018 -0.939 0.598 -0.345
C -7.1758 -3.3558 3.1640 -0.361 0.994 -0.434 -0.577
C -5.8469 -4.1691 3.3778 -0.561 2.641 1.756 -0.569
N -4.8336 -3.3094 4.1173 0.765 -1.764 -2.340 -0.167
C -3.3956 -3.7231 3.8175 -2.400 1.318 0.875 -0.267
C -2.4377 -2.7370 4.4735 -0.265 -1.370 -0.693 -0.612
O -1.3102 -3.0665 3.7009 2.195 1.209 -0.397 -0.124
C -0.2281 -2.1843 3.9308 0.216 0.989 1.376 -0.861
H -9.2755 -1.3295 4.7451 0.400 0.273 -0.185 0.259
H -9.8392 -2.7139 3.9247 0.112 -0.638 -0.046 0.301
H -9.0435 -1.5304 2.9592 0.422 0.349 -0.054 0.295
H -7.0978 -2.5215 2.4669 0.957 -0.434 -0.880 0.330
H -7.9237 -4.0195 2.7301 -0.209 -0.349 0.159 0.383
H -5.4704 -4.3933 2.3798 0.122 0.117 0.062 0.315
H -6.0915 -5.1102 3.8704 0.128 -0.124 0.202 0.320
H -5.0548 -3.0298 5.0623 -0.053 -0.571 -0.032 0.232
H -3.2170 -3.5704 2.7531 -0.370 0.138 -0.097 -0.012
H -3.1156 -4.7660 3.9660 -0.209 -0.147 0.667 0.260
H -2.2056 -2.8702 5.5302 -0.193 -0.261 0.240 0.338
H -2.8428 -1.7329 4.3478 0.296 0.306 -0.339 0.351
H 0.7374 -2.3501 3.4530 -0.570 -0.814 -0.541 0.305
H 0.0198 -2.1203 4.9903 -0.017 -0.535 0.512 0.438
H -0.4712 -1.1367 3.7534 -0.431 0.134 -0.628 0.150
C -3.9280 2.2519 -0.5679 0.906 -0.137 1.623 -1.134
C -3.3758 3.4820 -1.1880 0.055 0.917 -2.178 0.589
C -1.8650 3.3353 -1.4926 -0.478 0.681 0.453 -0.678
O -1.3000 4.5065 -2.1046 -1.124 0.230 0.925 -0.453
C -0.1221 4.2217 -2.8103 -0.155 -0.283 0.442 -0.619
N -4.0727 3.6692 -2.4429 0.034 0.435 -0.895 -0.847
H -4.9990 2.0604 -0.6348 0.055 0.593 -0.038 0.435
H -3.6083 2.4448 0.4562 -0.407 -1.086 0.581 0.040
H -3.4219 1.3728 -0.9669 0.117 -0.139 0.057 0.252
H -3.5509 4.4147 -0.6517 0.129 -0.223 0.628 0.273
H -1.7754 2.5335 -2.2254 0.211 -0.539 0.263 0.360
H -1.4084 3.1439 -0.5215 0.726 -0.301 -0.100 0.238
H 0.6272 3.8159 -2.1306 0.195 -0.361 0.014 0.190
H 0.3129 5.1414 -3.2016 -0.403 -0.044 -0.291 0.343
H -0.4111 3.4847 -3.5595 0.710 0.007 -0.488 0.345
H -3.4042 4.1985 -2.9843 -0.281 0.556 -0.676 0.304
H -4.0866 2.7678 -2.8982 -0.235 -0.295 -0.282 0.306

# 2
55
Properties=species:S:1:pos:R:3:forces:R:3:mulliken_charge:R:1 method="wB97M-V/def2-TZVPD" homo_ev="-8.0 / -8.0"
W -0.2165 0.0419 -1.3345 0.619 0.437 1.530 -0.703
C -5.4290 -0.7081 -0.0429 0.059 0.024 -0.008 -1.046
Se -3.9728 -1.8668 -0.5958 0.022 -0.239 0.042 0.179
C -3.3632 -2.3587 1.1884 -0.079 -0.021 -0.001 -1.102
C -2.4732 -1.3534 1.8867 -0.047 0.096 0.037 -0.680
Se -0.6089 -1.2713 1.3285 -0.037 -0.142 -0.511 0.314
C -0.1938 0.0198 2.6982 0.083 0.104 0.007 -0.962
H -6.0678 -1.2269 0.6682 -0.005 -0.007 -0.014 0.332
H -6.0029 -0.4715 -0.9362 0.019 0.005 -0.002 0.350
H -5.0390 0.2128 0.3845 0.000 0.014 0.011 0.322
H -2.8921 -3.3388 1.1169 0.015 0.017 -0.023 0.327
H -4.2690 -2.4786 1.7832 0.008 -0.086 0.045 0.607
H -2.3864 -1.6083 2.9441 -0.071 0.018 0.037 0.447
H -2.8720 -0.3408 1.8076 0.002 0.004 -0.002 0.418
H -0.7154 0.9558 2.5172 -0.023 0.031 0.012 0.175
H 0.8761 0.2001 2.6918 0.027 0.001 0.054 0.244
H -0.4841 -0.4201 3.6494 0.010 0.005 0.019 0.488
S -2.1372 5.0648 -0.9760 -0.032 -0.074 0.070 -0.534
Sb -0.9501 3.3579 -0.1792 -0.033 0.324 -0.395 0.923
S -2.1715 1.1199 -0.4325 -0.006 0.042 -0.713 -0.385
S 0.6857 2.3290 -1.6005 -0.215 -0.126 -0.097 -0.272
S 0.0178 3.4533 1.8588 -0.014 -0.057 0.077 -0.562
O 3.3813 5.4983 1.0382 0.007 -0.081 -0.048 -0.558
C 3.7802 4.4512 1.8798 -0.088 0.050 -0.048 -0.445
N 3.4162 3.1673 1.3053 0.215 -0.156 -0.110 0.079
C 4.1903 2.0694 1.3961 -0.021 0.039 0.093 0.292
O 5.2523 2.0114 1.9934 0.048 0.003 -0.104 -0.683
C 3.6265 0.8517 0.7102 0.049 0.080 0.093 0.229
C 4.4516 -0.1736 0.2770 0.067 -0.055 0.102 -0.553
C 3.8758 -1.2963 -0.2963 -0.027 -0.012 0.051 -0.909
C 2.5069 -1.3256 -0.4755 0.009 -0.031 0.069 -0.299
N 1.7059 -0.3109 -0.1139 0.517 -0.101 -0.672 0.934
C 2.2696 0.7329 0.5108 -0.347 -0.022 0.110 -0.557
H 2.4179 5.5647 1.0536 0.008 0.012 0.088 0.324
H 3.3373 4.5561 2.8725 -0.053 -0.027 0.050 0.288
H 4.8623 4.4761 1.9670 0.044 0.032 0.021 0.385
H 2.5649 3.1341 0.7642 -0.045 0.131 0.076 -0.072
H 5.5209 -0.0872 0.4253 -0.021 -0.005 0.004 0.505
H 4.4740 -2.1377 -0.6163 -0.006 0.025 -0.010 0.465
H 2.0217 -2.1771 -0.9313 -0.005 0.026 -0.088 0.350
H 1.5866 1.4817 0.8963 -0.020 0.040 -0.131 0.538
Cl -3.4931 -0.2415 -3.5826 0.055 0.005 -0.264 -0.267
Si -1.8922 0.8844 -2.9476 -0.322 -0.144 1.296 0.517
Cl -2.2986 2.7370 -3.6183 0.187 -0.005 -0.298 -0.195
Cl 1.3396 -0.2154 -3.1893 -0.017 0.058 0.049 -0.359
C -1.0285 -4.2034 -1.1922 -0.055 0.072 0.043 -1.144
O -0.9030 -2.7920 -0.9320 -0.085 -0.378 0.267 0.086
C -0.6373 -1.8997 -1.8759 -0.217 0.022 -0.684 1.464
C -0.6225 -2.4805 -3.2550 -0.151 0.020 -0.059 -1.689
H -1.9466 -4.4216 -1.7335 -0.043 0.039 -0.035 0.391
H -1.0649 -4.6658 -0.2105 -0.003 0.012 0.028 0.295
H -0.1682 -4.5814 -1.7383 0.023 0.006 -0.027 0.393
H 0.2261 -3.1578 -3.3851 0.018 -0.002 0.020 0.365
H -0.5457 -1.7116 -4.0103 -0.015 -0.002 -0.039 0.527
H -1.5424 -3.0493 -3.4115 -0.010 -0.020 -0.020 0.420

Max |F|
In order: 4.03 1.71
Unit: eV/Å